Computed, not measured: C25H21Cl2N6SeV as an isolated structure, with the ωB97M-V functional and the def2-TZVPD basis.

The geometry in XYZ format:
```
56
Properties=species:S:1:pos:R:3:forces:R:3:mulliken_spin:R:1
V -0.6204 0.1648 0.4332 0.072 0.380 -0.320 1.0195
C 1.4962 -0.3541 2.2195 -0.037 -0.046 -0.014 -0.0140
N 1.4824 0.4520 0.9622 -0.011 0.043 0.043 0.0051
C 1.8116 1.8658 1.2686 -0.051 0.018 0.002 0.0373
C 1.0151 2.8630 0.4618 0.045 0.000 0.005 -0.0216
C 1.1872 3.0123 -0.9092 0.007 -0.009 -0.005 0.0097
C 0.3788 3.9057 -1.5905 -0.010 -0.016 0.000 -0.0020
C -0.5676 4.6217 -0.8783 0.005 0.033 -0.005 -0.0006
C -0.6494 4.4243 0.4907 0.011 -0.021 0.000 0.0029
N 0.1250 3.5715 1.1574 -0.021 0.013 -0.004 0.0012
C 2.3349 -0.1379 -0.0877 -0.041 -0.044 0.010 -0.0176
C 1.6425 -0.3738 -1.4162 0.022 0.040 0.065 -0.0007
C 2.3079 -1.0319 -2.4361 0.010 -0.008 -0.103 0.0046
C 1.6250 -1.3049 -3.6122 -0.018 0.028 0.045 -0.0114
C 0.3041 -0.9038 -3.7307 0.016 -0.006 -0.001 0.0083
C -0.2871 -0.2485 -2.6638 0.005 0.016 -0.020 -0.0212
N 0.3721 0.0095 -1.5325 -0.054 -0.125 0.273 -0.0054
C 0.3468 0.0390 3.1014 -0.022 -0.210 -0.050 0.0226
C 0.4147 0.0214 4.4772 -0.023 0.166 0.023 -0.0048
C -0.7410 0.2213 5.2247 -0.073 0.001 0.034 0.0057
C -1.9370 0.4276 4.5341 0.127 -0.015 -0.028 -0.0047
C -1.9373 0.4525 3.1571 -0.022 -0.022 0.083 0.0465
N -0.8144 0.2638 2.4217 0.059 0.013 -0.081 -0.0411
H 2.4554 -0.2594 2.7439 0.008 0.026 0.006 0.0016
H 1.3457 -1.3904 1.9096 0.015 -0.005 -0.010 0.0129
H 2.8894 2.0256 1.1465 0.015 -0.023 -0.026 -0.0063
H 1.5590 2.0475 2.3127 -0.016 -0.002 -0.002 -0.0054
H 1.9238 2.4196 -1.4370 0.006 0.006 0.005 0.0017
H 0.4687 4.0206 -2.6632 0.001 0.005 0.000 -0.0009
H -1.2578 5.2920 -1.3697 0.000 -0.005 0.004 0.0001
H -1.3906 4.9558 1.0760 0.001 0.003 -0.001 -0.0004
H 2.6813 -1.1140 0.2557 0.003 -0.005 0.005 -0.0053
H 3.2224 0.4846 -0.2440 0.003 0.012 -0.007 -0.0021
H 3.3293 -1.3630 -2.2941 -0.003 0.007 0.013 -0.0003
H 2.1123 -1.8439 -4.4144 -0.003 -0.001 -0.003 -0.0024
H -0.2728 -1.1235 -4.6179 -0.015 0.011 0.009 0.0001
H -1.3263 0.0577 -2.6790 -0.001 -0.009 -0.012 -0.0032
H 1.3687 -0.1651 4.9565 -0.007 0.005 0.006 0.0003
H -0.7145 0.2053 6.3059 -0.002 0.002 -0.008 -0.0013
H -2.8690 0.5780 5.0628 0.001 -0.001 0.005 -0.0010
H -2.8417 0.6280 2.5896 0.010 0.002 -0.011 -0.0080
Se -4.0378 3.4527 -1.2114 -0.019 0.010 -0.015 0.0057
C -2.8445 2.2613 -0.6030 -0.003 -0.041 0.016 0.0134
N -2.0602 1.4974 -0.2031 0.018 0.043 0.085 0.0204
Cl -3.3831 -1.6636 -1.4323 0.007 0.008 0.018 0.0009
C -2.1002 -2.8507 -1.4568 0.007 0.007 0.006 0.0093
C -2.2072 -3.9074 -2.3250 -0.008 -0.053 -0.045 -0.0098
C -1.2006 -4.8724 -2.4206 -0.035 0.070 0.028 0.0309
C -0.0883 -4.7231 -1.5985 0.048 -0.026 0.015 -0.0085
C 0.0091 -3.6638 -0.7263 0.025 -0.039 -0.002 0.0102
Cl 1.4503 -3.5817 0.2858 -0.032 0.016 -0.014 0.0015
C -0.9785 -2.6240 -0.5682 0.005 0.067 -0.017 0.0252
N -0.8744 -1.6149 0.2477 -0.029 -0.334 -0.008 -0.0999
H -3.0912 -3.9743 -2.9482 0.002 0.004 0.006 -0.0011
H -1.2863 -5.7073 -3.1017 -0.001 0.002 -0.002 0.0047
H 0.7198 -5.4445 -1.6306 0.001 0.008 0.007 -0.0014
```
Positions in Å, forces in eV/Å.

## Properties
Energy relative to the best compared isomer or geometry (same formula, charge and spin) (eV): 0.000
Highest occupied orbital energy (alpha / beta) (Ha): -0.0678 / -0.0586
Charge: -1
LUMO (alpha / beta) (hartree): 0.0914 / 0.0915
E (a.u.): -5559.6935
Spin multiplicity: 2
Maximum force (eV/Å): 0.5